# C3H11N2S

A cluster of 2 separate species, C3H11N2S in total in a non-equilibrium geometry (ωB97M-V with the def2-TZVPD basis set, the Open Molecules 2025 dataset).

The calculation puts the HOMO-LUMO gap at 0.2279 hartree. The value obtained for the relative energy (zero: lowest compared OMol25 entry of this formula, charge and spin) is 2.837 eV. The total energy comes out at -628.272915 a.u.

Structure (ORCA input):
```
! wB97M-V def2-TZVPD RIJCOSX def2/J DEFGRID3
* xyz 1 1
C -0.8253 -2.2817 1.9140
C -1.8984 -1.2373 1.6131
S -1.4013 0.1945 0.8798
H -0.3038 -1.9256 2.7210
H -0.0486 -2.5046 1.1830
H -1.2461 -3.3063 2.1780
H -2.5958 -1.7926 0.8641
H -2.5680 -0.9654 2.4456
H -2.4262 0.6616 0.2183
N 1.1318 1.2048 -0.7836
C 1.9268 1.8615 -1.6184
N 1.8827 1.5983 -2.9498
H 0.2433 1.6751 -0.7536
H 1.5366 1.1744 0.1086
H 2.4593 2.7425 -1.1400
H 2.2011 2.2471 -3.6466
H 1.9319 0.6537 -3.2334
*
```

Computed Mulliken charges, given in elementary charges: -1.197, -0.175, -0.322, 0.370, 0.344, 0.295, 0.279, 0.335, 0.137, -0.433, 0.211, -0.296, 0.256, 0.289, 0.344, 0.275, 0.288

***

# C78H168N8O10

A cluster of 10 separate species, C78H168N8O10 in total in a non-equilibrium geometry (ωB97M-V with the def2-TZVPD basis set, the Open Molecules 2025 dataset).

The calculation puts the HOMO-LUMO gap at 0.3076 hartree. The value obtained for the relative energy (zero: lowest compared OMol25 entry of this formula, charge and spin) is 4.804 eV. The total energy comes out at -4262.656473 a.u. As for the structure (SMILES): CC1(C)CCCC(C)(C)N1O.CC1(C)CCCC(C)(C)N1O.CC1(C)CCCC(C)(C)N1O.CC1(C)CCCC(C)(C)N1O.CC1(C)CCCC(C)(C)N1O.CC1(C)CCCC(C)(C)N1O.CC1(C)CCCC(C)(C)N1O.CC1(C)CCCC(C)(C)N1O.CC(C)O.CC(C)O.

Structure (ORCA input):
```
! wB97M-V def2-TZVPD RIJCOSX def2/J DEFGRID3
* xyz 0 1
C 2.7916 4.9138 0.8450
C 3.0129 6.2068 0.0664
C 1.7567 6.7826 -0.6017
O 3.5229 7.2760 0.8918
H 1.7492 4.7774 1.1320
H 3.4438 4.8158 1.7160
H 3.1455 4.0442 0.2854
H 3.8161 5.9901 -0.6462
H 1.3639 5.8836 -1.0956
H 1.9075 7.6056 -1.2964
H 1.0482 7.1073 0.1596
H 3.6572 8.0803 0.3901
C -2.8949 7.5649 -2.6072
C -3.2301 6.0988 -2.3029
C -2.2814 5.0924 -2.8842
O -3.2154 5.8786 -0.8764
H -2.1837 7.6594 -3.4339
H -2.3038 7.9423 -1.7674
H -3.7257 8.2202 -2.8563
H -4.2734 5.9639 -2.6098
H -1.9906 5.3870 -3.8939
H -2.6758 4.0782 -2.8260
H -1.3378 5.0783 -2.3313
H -3.4622 6.6783 -0.4039
C -6.4892 -3.6566 6.0360
C -5.1305 -3.1721 5.4768
C -4.2296 -2.7758 6.6455
C -2.8175 -2.3468 6.2219
C -2.2480 -3.5419 5.4246
C -3.0942 -3.9373 4.1805
N -4.4417 -4.2030 4.6922
O -5.3257 -4.7831 3.7439
C -3.0622 -2.8252 3.1397
C -2.4045 -5.1636 3.6139
C -5.5287 -1.8981 4.6775
H -6.4743 -4.7481 6.1154
H -7.2886 -3.5298 5.3050
H -6.7238 -3.1835 6.9850
H -4.8017 -1.9561 7.1032
H -4.2080 -3.4574 7.4985
H -2.2318 -2.2220 7.1342
H -2.6466 -1.4685 5.5999
H -2.0735 -4.3482 6.1342
H -1.3438 -3.1676 4.9337
H -3.7200 -3.1604 2.3350
H -3.1793 -1.7794 3.4135
H -2.0288 -2.7765 2.7735
H -2.9663 -5.6991 2.8454
H -1.4313 -4.9077 3.1953
H -2.1685 -5.9316 4.3542
H -4.7797 -1.1043 4.5978
H -6.3978 -1.3771 5.0736
H -5.6747 -2.1892 3.6332
H -5.5648 -4.0451 3.1557
C -1.7193 -3.9782 -1.6738
C -1.5603 -5.3441 -2.4017
C -1.8566 -5.0998 -3.9164
C -0.6333 -4.7740 -4.7695
C 0.5229 -5.6726 -4.4392
C 0.9533 -5.7553 -2.9859
N -0.2609 -5.9687 -2.1661
O 0.0855 -6.1700 -0.8114
C 1.8997 -6.9631 -2.9185
C 1.6834 -4.5057 -2.5275
C -2.6627 -6.2789 -1.8137
H -1.4259 -4.2305 -0.6500
H -2.7845 -3.7627 -1.6133
H -1.0962 -3.1966 -2.1039
H -2.3690 -5.9154 -4.4233
H -2.4401 -4.1773 -3.9465
H -0.2717 -3.7426 -4.8476
H -0.8730 -4.9989 -5.8144
H 1.3887 -5.4426 -5.0615
H 0.1670 -6.6895 -4.6491
H 1.4631 -7.9610 -2.9865
H 2.7301 -6.9021 -3.6217
H 2.3730 -6.9484 -1.9293
H 2.2640 -4.6004 -1.6030
H 2.4728 -4.1876 -3.2145
H 0.9608 -3.7260 -2.2855
H -3.6288 -5.7741 -1.8086
H -2.3255 -6.5072 -0.8043
H -2.7771 -7.1689 -2.4316
H 0.2451 -7.1208 -0.8120
C 8.8107 -0.2284 0.1226
C 7.8104 -1.0608 0.9633
C 6.9816 -0.1453 1.8559
C 5.7860 0.4979 1.1362
C 5.0023 -0.5228 0.2771
C 5.8130 -1.3924 -0.6708
N 6.9578 -1.9205 0.0931
O 7.7424 -2.8043 -0.6654
C 4.9209 -2.5442 -1.1157
C 6.2767 -0.4317 -1.8133
C 8.6309 -2.0282 1.8598
H 9.5742 0.1717 0.7880
H 8.3031 0.6263 -0.3316
H 9.1791 -0.7777 -0.7426
H 6.5752 -0.6948 2.7063
H 7.5079 0.7479 2.1982
H 5.9592 1.3563 0.4779
H 5.1238 0.9604 1.8736
H 4.1775 -0.0550 -0.2752
H 4.3511 -1.0086 1.0191
H 5.5260 -3.2914 -1.6398
H 4.6368 -3.1152 -0.2283
H 4.0757 -2.2555 -1.7336
H 7.1931 -0.8391 -2.2592
H 5.6099 -0.3837 -2.6757
H 6.6003 0.5559 -1.4944
H 9.4301 -1.4173 2.2905
H 9.2204 -2.6667 1.2042
H 7.9669 -2.3971 2.6353
H 7.6190 -3.6516 -0.2238
C 1.8633 -4.2170 5.9679
C 2.4319 -4.6893 4.6392
C 1.3231 -4.5708 3.5871
C 1.7593 -4.3540 2.1159
C 2.8076 -3.2588 2.0348
C 4.0226 -3.5123 2.9033
N 3.5598 -3.8231 4.2433
O 4.6120 -3.8384 5.2093
C 4.8747 -4.6767 2.3076
C 4.8650 -2.2340 2.8399
C 2.8935 -6.1359 4.6946
H 2.1869 -4.6113 6.9330
H 0.8093 -4.5251 6.0222
H 1.7746 -3.1283 5.9982
H 0.7421 -5.4904 3.4843
H 0.6178 -3.7598 3.7914
H 0.8353 -4.3288 1.5369
H 2.1845 -5.3244 1.8309
H 2.3749 -2.3260 2.4200
H 3.0490 -3.0165 0.9972
H 5.6583 -4.8778 3.0427
H 4.3553 -5.6278 2.2040
H 5.2929 -4.3860 1.3436
H 5.3694 -2.0102 1.9001
H 4.4836 -1.3473 3.3448
H 5.7377 -2.5176 3.4495
H 2.2687 -6.7720 5.3269
H 3.8446 -6.1821 5.2328
H 2.9954 -6.5259 3.6841
H 4.4019 -3.0144 5.6628
C 1.2746 6.1508 -4.6231
C 2.3424 5.1788 -5.1820
C 1.4444 4.0515 -5.7774
C 2.2086 3.1232 -6.7306
C 2.8957 3.9546 -7.8446
C 3.8218 5.0353 -7.3281
N 3.1062 5.7917 -6.2801
O 3.5010 7.1055 -6.0484
C 5.1785 4.5139 -6.8843
C 4.0391 6.0665 -8.4682
C 3.2286 4.7473 -3.9972
H 0.4741 6.3675 -5.3269
H 1.7275 6.9954 -4.1032
H 0.7224 5.6566 -3.8135
H 1.1019 3.3376 -5.0190
H 0.5305 4.4354 -6.2285
H 1.6002 2.3724 -7.2397
H 2.8754 2.5240 -6.1043
H 2.2553 4.3482 -8.6336
H 3.4544 3.1604 -8.3560
H 5.7600 4.1075 -7.7091
H 5.6767 5.3536 -6.3932
H 5.0494 3.7520 -6.1125
H 4.4698 5.5560 -9.3352
H 3.0956 6.5335 -8.7453
H 4.7625 6.8555 -8.2624
H 2.4942 4.2552 -3.3572
H 3.5685 5.6763 -3.5350
H 4.0908 4.1689 -4.3124
H 4.2835 7.0851 -5.4724
C -1.5061 5.6841 3.3148
C -2.3734 4.5300 3.8707
C -3.2014 5.1972 4.9846
C -4.4291 4.4134 5.3971
C -5.2396 4.1555 4.1488
C -4.5340 3.3552 3.0476
N -3.2841 4.0744 2.7976
O -2.5938 3.6690 1.6445
C -4.3449 1.9092 3.5343
C -5.4286 3.4243 1.8170
C -1.4608 3.4601 4.4499
H -0.6194 5.2853 2.8174
H -1.1380 6.3431 4.1041
H -2.0351 6.3553 2.6352
H -2.6493 5.4799 5.8848
H -3.4980 6.1538 4.5391
H -4.9857 5.0308 6.1030
H -4.1091 3.4721 5.8523
H -5.5019 5.1223 3.7117
H -6.1331 3.6334 4.5059
H -5.2637 1.3686 3.7622
H -3.8782 1.2781 2.7691
H -3.6441 1.9628 4.3660
H -5.9511 4.3683 1.6655
H -4.8835 3.1192 0.9173
H -6.2024 2.6518 1.7245
H -1.4001 2.5362 3.8662
H -1.8083 3.1615 5.4419
H -0.4040 3.7253 4.5259
H -2.8288 4.3646 1.0131
C 1.3635 -0.0171 1.6274
C 0.4432 0.2833 0.4547
C -0.1523 1.7131 0.7115
C -0.5829 2.5170 -0.5301
C 0.4215 2.2832 -1.6559
C 0.6407 0.8145 -1.9726
N 1.2346 0.2078 -0.7720
O 1.6837 -1.1199 -1.0336
C -0.6362 0.1678 -2.5657
C 1.6544 0.8213 -3.0837
C -0.7091 -0.7238 0.5385
H 2.2130 0.6643 1.7153
H 1.8623 -0.9898 1.5890
H 0.7336 -0.0196 2.5196
H -0.8810 1.6535 1.5155
H 0.6260 2.4016 1.0649
H -0.7880 3.5644 -0.3109
H -1.5452 2.1423 -0.9040
H 1.3403 2.8108 -1.3730
H 0.1875 2.7313 -2.6273
H -1.0095 0.5755 -3.5018
H -0.3575 -0.8886 -2.6805
H -1.4903 0.0543 -1.8955
H 1.7625 -0.2036 -3.4592
H 1.3086 1.3039 -4.0043
H 2.6163 1.2904 -2.8802
H -0.7734 -1.4580 1.3435
H -1.0077 -1.3133 -0.3414
H -1.6826 -0.2162 0.6017
H 0.8511 -1.5404 -1.3115
C -7.0468 -2.6624 -1.6484
C -5.7881 -1.8026 -1.5289
C -5.0036 -1.9283 -2.8769
C -4.0488 -0.8238 -3.2194
C -4.5735 0.5655 -2.9021
C -5.2137 0.6981 -1.5017
N -6.1827 -0.4050 -1.3194
O -6.8622 -0.2170 -0.0660
C -4.0955 0.7456 -0.4509
C -5.9950 2.0024 -1.4687
C -5.0088 -2.2448 -0.2682
H -7.4211 -2.9690 -0.6701
H -7.7873 -2.1175 -2.2359
H -6.8698 -3.6187 -2.1465
H -4.4320 -2.8580 -2.9126
H -5.7499 -1.9993 -3.6774
H -3.2395 -1.0912 -2.5215
H -3.5569 -0.8420 -4.1922
H -5.2347 0.9192 -3.6959
H -3.7783 1.3141 -2.8162
H -3.2578 0.0582 -0.5655
H -4.4770 0.7198 0.5707
H -3.5868 1.7120 -0.5488
H -6.5562 2.1134 -0.5375
H -6.7778 2.0745 -2.2276
H -5.4125 2.9251 -1.5207
H -4.8862 -3.3395 -0.3107
H -3.9471 -1.9911 -0.2359
H -5.5236 -2.0780 0.6732
H -7.7650 -0.3246 -0.3874
*
```

Mulliken atomic charge list, values in e, 99 entries: -0.812, 0.705, -0.951, -0.629, -0.125, 0.484, 0.245, 0.059, -0.078, 0.498, 0.346, 0.318, -1.377, 0.520, -0.144, -0.336, 0.297, 0.326, 0.320, 0.226, 0.472, -0.204, -0.243, 0.188, -1.982, 2.056, -1.562, -0.710, -1.178, 2.453, 0.078, -0.479, -0.369, -2.050, -1.538, 0.450, 0.370, 0.438, 0.522, 0.363, 0.473, 0.103, 0.641, -0.041, 0.139, 0.035, -0.480, 0.388, 0.113, 0.533, -0.044, 0.524, 0.326, 0.426, -1.555, 2.313, -0.660, -0.867, -1.537, 2.242, 0.100, -0.231, -2.138, -1.646, -1.806, 0.301, 0.013, 0.150, 0.525, -0.322, 0.174, 0.524, 0.508, 0.330, 0.411, 0.423, 0.434, 0.114, 0.485, 0.022, 0.271, 0.416, 0.470, 0.363, -1.851, 1.228, -1.302, -1.113, 0.355, 2.363, 1.529, -0.607, -1.720, -2.064, -1.853, 0.462, 0.334, 0.337, 0.333